<P>
DFT (the ωB97M-V functional and the def2-TZVPD basis) results for a 2-piece molecular cluster, C4H14N overall.

Multiplicity: 1
HOMO, Eh: -0.557
Total charge: +1
E_LUMO, eV: -4.0

XYZ file:
```
19
Properties=species:S:1:pos:R:3:lowdin_charge:R:1
N -0.379 1.950 1.646 0.312
H 0.291 2.723 1.719 0.166
H 0.132 1.046 1.671 0.086
H -1.065 1.959 2.412 0.168
H -0.828 1.983 0.719 0.126
C 0.164 0.642 -1.207 -0.094
C 0.472 -0.791 -0.769 -0.479
C 0.701 -0.890 0.735 -0.106
C -0.626 -1.744 -1.196 -0.075
H 0.247 0.732 -2.289 0.093
H -0.874 0.903 -0.952 0.071
H 0.870 1.358 -0.779 0.073
H 1.431 -1.066 -1.223 0.142
H 1.000 -1.894 1.030 0.093
H -0.253 -0.769 1.307 0.088
H 1.463 -0.191 1.083 0.077
H -0.694 -1.824 -2.274 0.085
H -0.448 -2.741 -0.798 0.086
H -1.603 -1.385 -0.836 0.089
```


<Q>
DFT (the ωB97M-V functional and the def2-TZVPD basis) results for a 2-piece molecular cluster, C4H14N overall.

Multiplicity: 1
HOMO, Eh: -0.555
Total charge: +1
E_LUMO, eV: -3.8

XYZ file:
```
19
Properties=species:S:1:pos:R:3:lowdin_charge:R:1
C -2.056 0.567 -0.670 -0.174
C -2.295 0.554 -2.197 -0.146
H -2.706 1.331 -0.236 0.072
H -2.279 -0.377 -0.176 0.055
H -1.033 0.876 -0.490 0.023
H -3.318 0.266 -2.400 0.063
H -1.635 -0.136 -2.719 0.064
H -2.258 1.585 -2.562 0.074
C 1.415 -0.618 0.474 -0.178
C 2.741 0.085 0.744 -0.047
N 0.593 -0.768 1.738 0.191
H 0.780 -0.065 -0.206 0.094
H 1.516 -1.630 0.071 0.137
H 2.739 1.107 0.385 0.089
H 3.573 -0.483 0.342 0.092
H 0.284 0.135 2.094 0.175
H -0.179 -1.413 1.562 0.169
H 1.194 -1.206 2.438 0.168
H 2.925 0.190 1.808 0.080
```


<R>
DFT (the ωB97M-V functional and the def2-TZVPD basis) results for a 2-piece molecular cluster, C4H14N overall.

Multiplicity: 1
HOMO, Eh: -0.534
Total charge: +1
E_LUMO, eV: -4.0

XYZ file:
```
19
Properties=species:S:1:pos:R:3:lowdin_charge:R:1
C -1.418 0.128 -0.450 -0.282
C -1.984 1.299 0.139 -0.073
N -1.952 -1.208 -0.167 0.171
H -1.341 -0.063 -1.605 0.167
H -0.154 -0.053 -0.275 0.163
H -2.909 1.159 0.670 0.093
H -2.122 2.217 -0.658 0.175
H -2.785 -1.217 -0.801 0.199
H -1.482 -1.963 -0.453 0.105
H -2.086 -1.318 0.898 0.225
H -1.228 1.720 0.669 0.043
C 2.065 -0.147 0.957 -0.139
C 2.716 -0.087 -0.434 -0.148
H 1.072 0.199 0.740 0.007
H 2.116 -1.006 1.534 0.050
H 2.665 0.445 1.560 0.052
H 2.848 -1.083 -0.828 0.061
H 3.752 0.336 -0.465 0.085
H 2.227 0.640 -1.033 0.046
```


Preferred: <P>; penalty for the next structure: 5.5 kcal/mol.